No. 1
C15H18O5 | ωB97M-V with the def2-TZVPD basis set

ORCA input file:
```
! wB97M-V def2-TZVPD RIJCOSX def2/J DEFGRID3
* xyz 0 1
C 5.53 0.42 1.74
C 5.07 0.53 0.29
O 3.72 0.08 0.21
C 3.20 -0.01 -1.02
O 3.79 0.29 -2.02
C 1.76 -0.50 -0.98
C 1.67 -1.84 -0.24
C 0.24 -2.36 -0.15
O 0.02 -3.54 -0.07
C -0.82 -1.34 -0.15
C -2.15 -1.75 -0.08
C -3.21 -0.86 -0.06
O -4.43 -1.46 0.01
C -5.62 -0.71 0.09
C -2.92 0.52 -0.11
O -3.97 1.40 -0.10
C -3.70 2.78 -0.16
C -1.60 0.92 -0.18
C -0.54 0.03 -0.20
C 0.88 0.52 -0.26
H 4.89 1.03 2.38
H 6.55 0.76 1.82
H 5.47 -0.61 2.07
H 5.69 -0.08 -0.37
H 5.12 1.57 -0.06
H 1.43 -0.62 -2.01
H 2.03 -1.71 0.79
H 2.29 -2.60 -0.71
H -2.36 -2.81 -0.04
H -5.78 -0.09 -0.80
H -6.42 -1.45 0.16
H -5.64 -0.07 0.98
H -3.12 3.11 0.71
H -4.68 3.26 -0.13
H -3.19 3.05 -1.08
H -1.37 1.98 -0.22
H 1.26 0.68 0.75
H 0.92 1.48 -0.78
*
```

Summary:
total energy = -958.5824 hartree
SMILES = CCOC(=O)[C@H]1CC(=O)c2cc(OC)c(OC)cc2C1
HOMO energy = -8.27 eV
HOMO-LUMO gap = 8.78 eV
largest force on an atom = 0.013 hartree/bohr
energy above the lowest of the compared OMol25 structures with the same formula, charge and spin = 29.9 kJ/mol

---

No. 2
C25H70O10PS | ωB97M-V with the def2-TZVPD basis set

ORCA input file:
```
! wB97M-V def2-TZVPD RIJCOSX def2/J DEFGRID3
* xyz 1 1
C -1.80 3.15 -4.07
P -1.21 1.66 -5.02
O -2.52 0.62 -5.07
S -0.86 2.20 -7.08
O 0.50 1.32 -7.44
H -0.96 3.69 -3.60
H -2.38 2.73 -3.23
H -2.47 3.81 -4.62
H -2.57 0.24 -4.19
H -0.44 3.50 -7.19
H 0.19 0.58 -7.97
C 1.32 -0.17 -1.87
C 0.30 0.76 -1.23
C 0.09 0.44 0.24
O -0.94 0.65 -1.94
H 0.98 -1.21 -1.81
H 1.46 0.06 -2.92
H 2.29 -0.10 -1.37
H 0.64 1.79 -1.34
H -0.29 -0.58 0.36
H -0.65 1.11 0.67
H 1.02 0.53 0.80
H -1.25 -0.25 -1.85
C 4.80 -1.27 -4.58
C 4.04 0.04 -4.74
C 4.48 0.77 -6.00
O 4.26 0.86 -3.60
H 5.87 -1.09 -4.49
H 4.48 -1.79 -3.67
H 4.63 -1.93 -5.43
H 2.97 -0.16 -4.78
H 5.54 1.02 -5.95
H 3.93 1.72 -6.10
H 4.30 0.17 -6.89
H 5.21 1.05 -3.54
C -2.38 -0.28 4.42
C -2.56 -1.02 3.10
C -3.78 -1.92 3.13
O -1.39 -1.79 2.82
H -2.24 -0.99 5.24
H -1.50 0.36 4.39
H -3.25 0.34 4.65
H -2.66 -0.29 2.29
H -3.68 -2.68 3.91
H -3.89 -2.45 2.18
H -4.69 -1.35 3.32
H -1.29 -2.44 3.52
C -1.11 2.89 6.83
C -2.26 3.67 6.22
C -2.88 4.64 7.21
O -3.26 2.76 5.75
H -1.45 2.30 7.68
H -0.68 2.20 6.11
H -0.32 3.57 7.18
H -1.91 4.22 5.34
H -3.28 4.10 8.08
H -3.71 5.18 6.76
H -2.14 5.36 7.57
H -3.58 2.26 6.51
C -4.72 1.26 -7.66
C -4.86 0.57 -9.00
C -6.07 -0.35 -9.04
O -3.67 -0.19 -9.27
H -4.59 0.53 -6.86
H -3.84 1.90 -7.65
H -5.60 1.86 -7.42
H -4.94 1.32 -9.79
H -5.99 -1.13 -8.28
H -6.15 -0.84 -10.01
H -6.99 0.21 -8.86
H -3.59 -0.85 -8.59
C 10.02 -3.12 -3.52
C 9.00 -2.19 -2.88
C 8.81 -2.51 -1.41
O 7.75 -2.31 -3.56
H 9.69 -4.16 -3.46
H 10.14 -2.89 -4.58
H 10.99 -3.04 -3.03
H 9.32 -1.16 -2.99
H 8.44 -3.53 -1.28
H 8.07 -1.84 -0.96
H 9.74 -2.41 -0.85
H 7.44 -3.21 -3.48
C 3.13 0.75 5.41
C 2.40 2.07 5.23
C 2.85 2.79 3.96
O 2.62 2.91 6.36
H 4.21 0.92 5.50
H 2.81 0.25 6.32
H 2.96 0.08 4.56
H 1.32 1.89 5.18
H 3.92 3.02 4.01
H 2.32 3.73 3.85
H 2.67 2.18 3.08
H 3.57 3.08 6.42
C -4.89 -5.21 6.67
C -5.35 -3.76 6.65
C -6.49 -3.53 7.62
O -5.76 -3.40 5.33
H -5.70 -5.88 6.37
H -4.07 -5.36 5.96
H -4.55 -5.50 7.66
H -4.51 -3.11 6.90
H -7.36 -4.14 7.36
H -6.82 -2.49 7.59
H -6.20 -3.77 8.65
H -6.50 -3.97 5.09
*
```

Summary:
total energy = -2486.1280 hartree
HOMO energy = -11.30 eV
HOMO-LUMO gap = 7.03 eV
largest force on an atom = 0.059 hartree/bohr

---

No. 3
C20H43ClFNO16SSi2 | ωB97M-V with the def2-TZVPD basis set

ORCA input file:
```
! wB97M-V def2-TZVPD RIJCOSX def2/J DEFGRID3
* xyz 0 1
C 0.35 3.89 2.52
C 0.89 2.33 2.58
S -0.41 1.04 2.13
C 0.54 -0.46 1.43
Si -0.01 -0.94 -0.36
Cl 0.36 -3.08 -0.52
O 0.93 -0.20 -1.65
Si 1.64 1.33 -1.18
F 3.27 1.09 -0.51
C 1.85 2.41 -2.80
C 1.19 3.92 -2.58
N -0.14 4.15 -2.92
H 1.27 4.56 2.85
H 0.06 4.25 1.44
H -0.55 4.10 3.25
H 1.85 2.29 1.87
H 1.32 2.16 3.67
H 0.22 -1.37 2.13
H 1.70 -0.35 1.53
H -1.45 -0.79 -0.54
H 0.84 2.13 -0.26
H 1.40 1.88 -3.76
H 3.01 2.57 -3.06
H 1.89 4.78 -2.14
H -0.29 5.18 -2.68
C -5.85 -6.52 -0.41
O -4.87 -6.43 -1.45
C -3.65 -6.01 -1.03
O -3.35 -5.71 0.12
O -2.82 -5.98 -2.11
C -1.50 -5.54 -1.81
H -6.78 -6.87 -0.86
H -5.54 -7.24 0.35
H -6.03 -5.54 0.03
H -1.02 -6.23 -1.11
H -1.50 -4.52 -1.42
H -0.93 -5.55 -2.74
C -0.28 9.29 4.41
O -0.61 7.95 4.78
C -1.72 7.84 5.55
O -2.42 8.76 5.93
O -1.92 6.52 5.82
C -3.06 6.25 6.63
H 0.62 9.26 3.80
H -1.09 9.74 3.82
H -0.07 9.89 5.30
H -3.97 6.58 6.13
H -2.96 6.73 7.61
H -3.12 5.17 6.78
C -4.26 0.64 -3.37
O -4.56 -0.72 -3.70
C -4.80 -1.51 -2.62
O -4.78 -1.15 -1.45
O -5.06 -2.76 -3.07
C -5.34 -3.71 -2.04
H -4.09 1.18 -4.31
H -5.11 1.11 -2.86
H -3.35 0.70 -2.77
H -6.22 -3.41 -1.47
H -4.47 -3.82 -1.38
H -5.53 -4.67 -2.51
C 7.54 7.20 -2.68
O 6.34 6.63 -2.15
C 6.39 5.29 -1.97
O 7.35 4.57 -2.20
O 5.20 4.89 -1.47
C 5.10 3.49 -1.22
H 7.38 8.28 -2.79
H 8.38 7.04 -1.99
H 7.76 6.78 -3.67
H 5.84 3.18 -0.47
H 5.23 2.92 -2.15
H 4.11 3.28 -0.82
C 3.86 -10.14 -1.18
O 2.79 -10.52 -0.32
C 1.97 -9.50 0.04
O 2.09 -8.34 -0.30
O 1.01 -10.00 0.86
C 0.07 -9.03 1.32
H 4.44 -11.04 -1.40
H 3.47 -9.74 -2.12
H 4.51 -9.42 -0.69
H -0.47 -8.58 0.48
H 0.57 -8.26 1.91
H -0.66 -9.54 1.96
*
```

Summary:
total energy = -3583.7809 hartree
HOMO energy = -8.95 eV
HOMO-LUMO gap = 9.29 eV
largest force on an atom = 0.128 hartree/bohr

---

No. 4
C33H32Cl5N4O3RbS2Te | ωB97M-V with the def2-TZVPD basis set

ORCA input file:
```
! wB97M-V def2-TZVPD RIJCOSX def2/J DEFGRID3
* xyz -2 1
Rb 0.22 -0.96 0.05
Cl -1.01 5.17 5.19
C -1.10 3.71 4.23
C -2.36 3.28 3.77
C -2.45 2.14 3.03
Cl -4.00 1.61 2.47
C -1.31 1.31 2.66
O -1.43 0.28 1.99
C -0.04 1.82 3.17
C 1.19 1.12 2.91
O 1.33 0.10 2.25
C 0.02 2.99 3.94
H -3.25 3.85 4.00
H 2.08 1.58 3.38
H 0.99 3.33 4.29
C 0.52 4.28 0.11
C -0.50 4.88 -0.87
C 0.26 5.82 -1.82
C -1.53 5.67 -0.06
C -1.22 3.80 -1.68
C -2.15 4.19 -2.66
C -2.86 3.27 -3.41
C -2.64 1.91 -3.18
S -3.37 0.52 -3.91
C -2.38 -0.53 -2.84
N -1.60 0.14 -2.06
C -1.71 1.50 -2.20
C -1.01 2.45 -1.46
C -2.50 -1.98 -2.89
C -3.36 -2.56 -3.85
C -3.50 -3.93 -3.92
C -2.79 -4.74 -3.04
C -1.95 -4.16 -2.09
C -1.77 -2.77 -1.97
H 1.01 5.09 0.65
H 1.28 3.71 -0.42
H 0.03 3.64 0.84
H 0.75 6.61 -1.25
H -0.40 6.28 -2.56
H 1.03 5.26 -2.36
H -1.03 6.43 0.55
H -2.08 5.00 0.61
H -2.25 6.18 -0.71
H -2.34 5.24 -2.84
H -3.57 3.59 -4.16
H -0.31 2.09 -0.73
H -3.90 -1.93 -4.54
H -4.16 -4.37 -4.66
H -2.89 -5.82 -3.09
H -1.41 -4.83 -1.42
S 2.93 -3.29 -2.35
C 2.64 -4.36 -1.05
N 1.32 -4.60 -0.74
C 0.89 -5.22 0.48
C 2.00 -6.02 1.04
C 3.25 -5.84 0.58
N 3.62 -5.00 -0.43
H 0.64 -4.01 -1.20
H 0.00 -5.84 0.29
H 1.77 -6.69 1.86
H 4.08 -6.41 1.00
C 2.97 -4.16 3.82
Te 2.32 -2.41 2.75
C 3.93 -1.31 3.64
H 3.15 -3.90 4.86
H 3.88 -4.57 3.39
H 2.19 -4.92 3.77
H 4.88 -1.77 3.38
H 3.83 -1.26 4.73
H 3.91 -0.29 3.24
C -0.88 -4.24 1.85
O 0.46 -4.19 1.42
H -1.04 -5.07 2.56
H -1.58 -4.36 1.01
H -1.10 -3.30 2.34
Cl 4.48 1.32 -4.23
C 3.01 1.99 -3.65
Cl 3.55 3.85 -2.91
Cl 1.84 2.35 -4.87
C 2.46 1.35 -2.49
N 2.02 0.90 -1.53
*
```

Summary:
total energy = -5110.8889 hartree
HOMO energy = -1.59 eV
HOMO-LUMO gap = 3.82 eV
largest force on an atom = 0.056 hartree/bohr
energy above the lowest of the compared OMol25 structures with the same formula, charge and spin = 105.7 kJ/mol

---

No. 5
C5H11N3O | ωB97M-V with the def2-TZVPD basis set

ORCA input file:
```
! wB97M-V def2-TZVPD RIJCOSX def2/J DEFGRID3
* xyz 0 1
H -1.57 0.75 1.77
N -0.65 0.94 1.38
C -0.50 0.72 0.14
C 0.41 1.55 -0.71
C -1.59 -0.11 -0.72
C -2.55 -0.84 -0.14
O -1.75 0.33 -2.01
H 1.16 0.85 -1.10
H 0.89 2.34 -0.14
H -0.12 1.99 -1.54
H -2.46 -1.18 0.88
H -3.52 -0.98 -0.59
H -2.65 0.16 -2.32
H 2.63 -1.96 -1.15
N 2.14 -1.19 -0.69
C 2.11 -1.28 0.57
N 1.83 -0.21 1.37
H 2.70 -2.01 1.15
H 0.97 0.14 1.78
H 2.53 -0.01 2.08
*
```

Summary:
total energy = -436.5196 hartree
SMILES = [H]/N=C(/C)C(=C)O.[H]/N=C/N
HOMO energy = -8.98 eV
HOMO-LUMO gap = 9.66 eV
largest force on an atom = 0.064 hartree/bohr
energy above the lowest of the compared OMol25 structures with the same formula, charge and spin = 334.7 kJ/mol

---

No. 6
C5H7NO | ωB97M-V with the def2-TZVPD basis set

ORCA input file:
```
! wB97M-V def2-TZVPD RIJCOSX def2/J DEFGRID3
* xyz 0 1
C 1.30 -1.10 0.30
C 0.23 -1.24 -0.55
C -0.47 -0.14 -0.97
N -0.22 1.12 -0.73
C 0.88 1.35 0.07
C 1.54 0.23 0.60
H 1.95 -1.96 0.72
H -0.17 -2.28 -0.77
H -1.51 -0.45 -1.36
H 1.21 2.43 0.28
H 2.27 0.35 1.45
O -2.42 -0.10 0.77
H -1.72 0.43 0.28
H -2.01 -0.10 1.61
*
```

Summary:
total energy = -324.6673 hartree
SMILES = c1ccncc1.O
HOMO energy = -9.80 eV
HOMO-LUMO gap = 10.35 eV
largest force on an atom = 0.064 hartree/bohr
energy above the lowest of the compared OMol25 structures with the same formula, charge and spin = 150.2 kJ/mol

---

No. 7
C3H4BiO3 | ωB97M-V with the def2-TZVPD basis set

ORCA input file:
```
! wB97M-V def2-TZVPD RIJCOSX def2/J DEFGRID3
* xyz 0 2
H -2.96 -0.95 0.51
O 0.87 -2.07 1.42
O -1.97 0.79 1.07
C -2.42 -0.07 0.09
C -1.33 -0.61 -0.83
O -0.48 -1.60 -0.24
C 0.42 -1.18 0.70
H -3.14 0.43 -0.59
H -0.71 0.23 -1.19
H -1.79 -1.10 -1.70
Bi 0.02 0.74 1.84
*
```

Summary:
total energy = -556.9698 hartree
HOMO energy (alpha / beta) = -8.04 / -9.40 eV
HOMO-LUMO gap (alpha / beta) = 7.88 / 7.90 eV
largest force on an atom = 0.074 hartree/bohr
energy above the lowest of the compared OMol25 structures with the same formula, charge and spin = 15.1 kJ/mol

---

No. 8
C2H5N2P | ωB97M-V with the def2-TZVPD basis set

ORCA input file:
```
! wB97M-V def2-TZVPD RIJCOSX def2/J DEFGRID3
* xyz 0 1
C -1.41 1.16 0.61
C 1.01 -0.21 0.35
N -1.38 0.65 -0.43
N -0.86 0.17 -1.47
P 0.71 -0.37 -1.45
H -1.88 1.05 1.52
H 1.99 -0.55 0.60
H 0.29 -0.92 0.63
H 0.95 0.75 0.86
H 0.58 -1.73 -1.23
*
```

Summary:
total energy = -529.9186 hartree
HOMO energy = -8.20 eV
HOMO-LUMO gap = 8.79 eV
largest force on an atom = 0.082 hartree/bohr
energy above the lowest of the compared OMol25 structures with the same formula, charge and spin = 324.9 kJ/mol

---

No. 9
C4H8N2O | ωB97M-V with the def2-TZVPD basis set

ORCA input file:
```
! wB97M-V def2-TZVPD RIJCOSX def2/J DEFGRID3
* xyz 0 1
N 1.70 0.04 -1.41
C 1.69 -0.59 -0.24
O 2.56 -1.35 0.10
C 0.55 -0.34 0.70
N -0.43 0.43 0.06
C -1.69 0.75 0.58
C -1.57 -0.09 -0.64
H 2.47 -0.05 -2.05
H 0.97 0.69 -1.57
H 0.21 -1.32 1.05
H 0.96 0.19 1.56
H -1.96 0.38 1.57
H -1.93 1.84 0.35
H -1.78 -1.16 -0.59
H -1.77 0.59 -1.53
*
```

Summary:
total energy = -341.9224 hartree
SMILES = NC(=O)CN1CC1
HOMO energy = -9.06 eV
HOMO-LUMO gap = 10.00 eV
largest force on an atom = 0.047 hartree/bohr
energy above the lowest of the compared OMol25 structures with the same formula, charge and spin = 213.4 kJ/mol

---

No. 10
C33H52BCl4LiMgNNaO19PS | ωB97M-V with the def2-TZVPD basis set

ORCA input file:
```
! wB97M-V def2-TZVPD RIJCOSX def2/J DEFGRID3
* xyz 1 1
C 6.30 0.63 0.17
C 5.19 -0.43 0.38
C 5.00 -1.29 -0.88
C 4.00 -2.43 -0.58
C 3.12 -2.85 -1.76
C 2.34 -1.69 -2.44
C 1.89 -0.58 -1.46
C 0.60 0.14 -1.90
C -0.64 -0.59 -1.33
N -1.60 0.20 -0.51
C -2.78 -0.75 -0.26
C -2.50 -1.93 0.68
C -2.80 -3.25 -0.12
C -2.71 -4.50 0.73
C -1.28 -4.84 1.18
O -1.02 -4.13 2.37
C 0.23 -3.48 2.39
C -1.14 0.60 0.87
C -0.21 1.85 0.84
C 1.26 1.53 0.94
O 0.43 2.12 2.02
P -2.47 1.54 -1.48
C -3.23 2.69 -0.24
O -1.43 2.41 -2.27
H 6.82 0.50 -0.78
H 7.00 0.54 1.01
H 5.87 1.62 0.23
H 5.41 -1.04 1.25
H 4.27 0.12 0.60
H 5.95 -1.71 -1.18
H 4.64 -0.63 -1.67
H 3.39 -2.10 0.30
H 4.59 -3.32 -0.26
H 2.37 -3.59 -1.45
H 3.77 -3.30 -2.51
H 2.99 -1.23 -3.19
H 1.48 -2.08 -2.97
H 1.76 -1.02 -0.47
H 2.69 0.15 -1.35
H 0.67 1.20 -1.69
H 0.56 0.04 -2.99
H -0.29 -1.48 -0.81
H -1.21 -0.99 -2.17
H -3.21 -1.09 -1.20
H -3.53 -0.12 0.23
H -3.18 -1.97 1.53
H -1.47 -2.04 1.02
H -2.04 -3.28 -0.91
H -3.76 -3.13 -0.64
H -3.38 -4.49 1.59
H -3.01 -5.34 0.09
H -1.28 -5.91 1.39
H -0.55 -4.66 0.38
H 0.44 -3.04 1.38
H 1.00 -4.21 2.71
H 0.17 -2.65 3.10
H -1.96 0.86 1.54
H -0.47 -0.13 1.30
H -0.48 2.69 0.20
H 1.94 2.26 0.52
H 1.60 0.69 1.53
H -3.78 2.12 0.51
H -2.50 3.35 0.24
H -3.93 3.32 -0.80
H -1.56 3.36 -2.01
C 5.56 4.25 -1.84
Cl 5.35 5.63 -0.78
Cl 4.22 3.10 -1.60
Cl 5.56 4.78 -3.52
Cl 7.09 3.45 -1.48
O 0.10 -4.99 4.94
H -0.12 -5.34 4.07
C 5.10 -7.53 5.61
C 4.04 -8.07 6.27
C 2.78 -7.24 6.29
O 1.76 -7.78 6.84
C 2.75 -5.98 5.73
C 3.84 -5.37 5.06
C 5.11 -6.24 4.94
O 6.09 -5.88 4.32
O 3.84 -4.24 4.57
O 3.93 -9.24 6.83
H 6.03 -8.08 5.53
H 1.80 -5.45 5.82
Mg 2.30 -9.57 5.93
Li -4.99 0.65 -1.41
O -5.99 3.79 -3.71
S -6.83 4.47 -4.66
O -8.22 4.15 -4.74
O -6.17 4.37 -6.10
C -5.86 3.06 -6.62
C -7.10 2.31 -7.08
C -6.65 6.21 -4.45
H -5.30 2.49 -5.89
H -5.21 3.23 -7.47
H -7.75 2.07 -6.24
H -6.82 1.38 -7.56
H -7.68 2.91 -7.77
H -5.59 6.45 -4.41
H -7.14 6.48 -3.52
H -7.13 6.71 -5.29
B -0.76 6.45 1.63
O -0.56 5.29 0.69
C -1.06 5.62 -0.46
O -1.06 4.89 -1.43
C -1.63 7.04 -0.39
O -2.17 7.61 -1.29
O -1.45 7.49 0.84
O -1.56 6.04 2.79
C -0.84 6.25 3.90
O -1.20 6.02 5.01
C 0.51 6.82 3.48
O 1.41 7.12 4.21
O 0.53 6.92 2.14
Na 2.82 -3.73 1.34
*
```

Summary:
total energy = -5747.7087 hartree
HOMO energy = -7.30 eV
HOMO-LUMO gap = 2.17 eV
largest force on an atom = 0.057 hartree/bohr